Here is a cluster of 2 separate species, C26H28N2O4 in total in a non-equilibrium geometry from the OMol25 dataset. Energies are from ωB97M-V with the def2-TZVPD basis set.

```
60
Properties=species:S:1:pos:R:3:forces:R:3:nbo_charge:R:1
C 3.8311 -1.0141 4.1121 0.79 -0.55 -0.43 -0.674
C 3.4412 -0.9157 2.5605 1.21 -2.03 0.50 -0.088
O 2.2754 -0.0908 2.2665 1.09 2.34 1.11 -0.536
C 2.2438 1.0973 3.0434 -2.42 0.17 2.38 0.193
C 1.2278 1.2831 4.0155 2.37 0.41 -2.11 -0.057
C 0.0978 0.2205 4.3604 -0.09 1.10 0.82 -0.482
C -1.2610 0.4163 3.5508 -2.23 -0.25 -1.84 -0.027
C -1.9957 1.7934 3.5445 -1.25 -3.63 -2.05 -0.235
C -3.3285 1.8932 2.7770 0.96 -2.52 -0.09 -0.223
C -3.9753 0.6851 2.0221 4.09 -0.56 1.99 -0.228
C -3.1985 -0.6706 2.0256 0.93 3.25 1.75 -0.232
C -1.8407 -0.8260 2.7903 -2.16 2.49 -0.09 -0.014
C -1.1383 -2.2642 2.7533 0.46 0.80 -0.84 -0.657
C 1.5299 2.7328 4.5943 -2.10 2.34 2.35 0.740
O 0.8347 3.4848 5.3062 2.35 -3.51 -2.74 -0.490
O 2.8026 3.2439 4.1621 -1.84 -3.29 -1.83 -0.471
C 3.1735 2.3836 3.0679 2.80 1.29 -1.13 0.717
O 4.1145 2.7517 2.3423 -3.57 -1.99 2.12 -0.515
H 4.6032 -0.2117 4.3964 -1.46 -1.04 -0.23 0.236
H 4.3758 -2.0258 4.2440 -0.84 1.63 -0.25 0.248
H 2.9323 -1.0505 4.8130 1.20 0.28 -1.03 0.226
H 4.3671 -0.6353 1.9380 -1.49 0.00 0.92 0.198
H 3.1615 -1.9878 2.2292 0.14 1.88 0.36 0.202
H 0.5565 -0.8233 4.2295 -0.78 1.72 0.01 0.254
H -0.1530 0.3650 5.4801 0.44 -0.30 -1.71 0.270
H -1.5070 2.6525 4.1097 -0.98 -1.18 -0.86 0.259
H -3.9232 2.8667 2.7674 1.09 -1.46 0.14 0.239
H -4.9833 0.7933 1.4935 1.72 -0.17 0.94 0.241
H -3.6723 -1.5503 1.4845 0.84 1.17 0.90 0.224
H -0.3695 -2.2213 1.8888 -1.03 -0.15 1.37 0.213
H -1.8557 -3.1171 2.4830 0.86 1.47 0.64 0.244
H -0.5527 -2.5167 3.6982 -1.05 0.33 -1.23 0.234
C 1.1420 2.4302 0.1817 -0.06 0.17 0.15 -0.423
N 0.6554 1.6055 -0.9443 0.03 -0.23 -0.20 -0.236
C -0.6259 1.7279 -1.3405 -0.03 -0.31 -0.35 0.113
C -1.1046 0.9995 -2.4200 -0.13 0.12 0.15 -0.194
C -0.2592 0.1339 -3.1141 0.32 0.45 0.64 0.020
C 1.0553 0.0174 -2.6581 0.12 0.00 -0.04 -0.210
C 1.4914 0.7599 -1.5720 -0.26 -0.18 -0.31 0.121
C -0.7125 -0.6168 -4.3029 -0.14 -0.40 -0.63 0.034
C -0.0660 -0.4626 -5.5306 0.11 0.00 -0.09 -0.196
C -0.4617 -1.2044 -6.6323 0.02 0.14 0.43 0.106
N -1.4724 -2.0877 -6.5342 0.18 0.27 0.11 -0.239
C -2.1361 -2.2457 -5.3719 0.26 0.31 0.31 0.103
C -1.7752 -1.5194 -4.2467 -0.21 -0.17 -0.07 -0.194
C -1.8558 -2.9109 -7.7015 -0.12 -0.15 -0.04 -0.415
H 0.5113 2.2239 1.0479 0.06 0.07 -0.04 0.258
H 1.0685 3.4766 -0.1191 0.02 -0.08 0.14 0.248
H 2.1783 2.1790 0.4055 -0.12 -0.01 -0.09 0.253
H -1.2539 2.4214 -0.7916 0.13 -0.08 0.02 0.265
H -2.1381 1.1361 -2.7242 0.14 0.02 0.09 0.262
H 1.7554 -0.6559 -3.1436 -0.06 0.11 0.10 0.261
H 2.5092 0.6885 -1.2055 -0.16 0.09 0.06 0.261
H 0.7539 0.2405 -5.6437 -0.11 -0.11 -0.02 0.264
H 0.0309 -1.1031 -7.5929 -0.14 -0.09 0.09 0.259
H -2.9453 -2.9673 -5.3558 0.11 0.06 -0.08 0.259
H -2.3187 -1.6866 -3.3217 0.05 0.00 -0.14 0.264
H -2.9116 -2.7352 -7.9084 0.11 -0.11 -0.04 0.250
H -1.6736 -3.9552 -7.4435 -0.09 0.09 -0.14 0.249
H -1.2549 -2.6314 -8.5662 -0.07 0.01 0.17 0.247
```
Forces are in eV/Å.

Values from the calculation:
* charge: +2
* orbital gap: 0.18854 hartree
* calculated total energy: -1417.2618 a.u.
* maximum force: 5.0 eV/Å